Record 1
C22H24ClN3O3 in the gas phase. Source: the Open Molecules 2025 dataset; level of theory: ωB97M-V with the def2-TZVPD basis set.

* total energy: -1702.9626 Eh
* HOMO level: -8.01 eV
* structure (SMILES): O=C(CCN1C(=O)[C@@H]2[C@H](C1=O)[C@H]1C=C[C@@H]2C1)N1CCN(c2cccc(Cl)c2)CC1
* E_LUMO: 0.63 eV
* energy above the lowest of the compared OMol25 structures with the same formula, charge and spin: 40.22 kcal per mole

```
! RIJCOSX wB97M-V def2-TZVPD def2/J DEFGRID3
* xyz 0 1
O -0.82 0.89 1.13
C -0.11 1.07 0.15
C -0.61 1.75 -1.11
C -2.10 2.11 -1.01
N -2.90 0.98 -0.60
C -3.78 1.08 0.47
O -4.05 2.11 1.02
C -4.35 -0.29 0.73
C -3.70 -1.20 -0.32
C -2.79 -0.29 -1.11
O -2.09 -0.59 -2.05
C -4.91 -1.70 -1.15
C -5.69 -2.58 -0.21
C -6.25 -1.80 0.70
C -5.86 -0.38 0.39
C -5.80 -0.45 -1.14
N 1.17 0.64 0.14
C 1.72 0.00 1.31
C 2.92 0.81 1.81
N 3.92 0.97 0.78
C 4.93 0.03 0.62
C 5.00 -1.15 1.36
C 6.06 -2.03 1.21
C 7.08 -1.77 0.32
C 7.02 -0.60 -0.42
Cl 8.29 -0.23 -1.53
C 5.98 0.30 -0.27
C 3.35 1.63 -0.37
C 2.15 0.82 -0.91
H -0.05 2.67 -1.29
H -0.48 1.07 -1.95
H -2.26 2.88 -0.24
H -2.45 2.48 -1.97
H -4.15 -0.57 1.77
H -3.12 -2.03 0.08
H -4.63 -2.12 -2.12
H -5.70 -3.66 -0.28
H -6.83 -2.09 1.56
H -6.46 0.41 0.84
H -6.77 -0.63 -1.59
H -5.34 0.43 -1.61
H 2.04 -1.02 1.05
H 0.94 -0.05 2.07
H 2.57 1.81 2.09
H 3.36 0.36 2.70
H 4.22 -1.41 2.06
H 6.08 -2.93 1.80
H 7.90 -2.46 0.19
H 6.00 1.21 -0.84
H 3.01 2.62 -0.06
H 4.08 1.74 -1.16
H 2.51 -0.17 -1.23
H 1.72 1.32 -1.77
*
```

Record 2
C22H24ClN3O5S in the gas phase. Source: the Open Molecules 2025 dataset; level of theory: ωB97M-V with the def2-TZVPD basis set.

* total energy: -2251.6291 Eh
* HOMO level: -8.50 eV
* structure (SMILES): Cc1ccc(Cl)cc1N1CCN(C(=O)CCS(=O)(=O)c2ccc3c(c2)NC(=O)CO3)CC1
* E_LUMO: 0.51 eV
* energy above the lowest of the compared OMol25 structures with the same formula, charge and spin: 0.00 kcal per mole

```
! RIJCOSX wB97M-V def2-TZVPD def2/J DEFGRID3
* xyz 0 1
C 2.62 2.94 -0.97
C 2.81 1.78 -0.04
C 4.08 1.27 0.17
C 4.33 0.24 1.07
C 3.26 -0.27 1.79
Cl 3.51 -1.55 2.92
C 1.98 0.21 1.60
C 1.73 1.22 0.67
N 0.43 1.71 0.45
C -0.14 1.35 -0.85
C -1.40 2.17 -1.12
N -2.34 1.93 -0.04
C -3.27 0.96 -0.22
O -3.49 0.50 -1.33
C -4.07 0.48 0.98
C -4.41 -0.98 0.81
S -2.98 -1.99 1.34
O -2.36 -1.31 2.45
O -3.44 -3.33 1.57
C -1.73 -2.06 0.04
C -2.02 -2.04 -1.31
C -0.98 -2.09 -2.22
C 0.34 -2.18 -1.79
C 0.61 -2.28 -0.41
C -0.43 -2.20 0.49
N 1.93 -2.49 -0.01
C 2.99 -2.36 -0.85
O 4.13 -2.58 -0.52
C 2.62 -1.83 -2.23
O 1.34 -2.21 -2.71
C -1.78 2.36 1.22
C -0.53 1.51 1.52
H 3.48 3.60 -0.90
H 1.72 3.49 -0.70
H 2.54 2.61 -2.00
H 4.91 1.69 -0.37
H 5.32 -0.15 1.20
H 1.17 -0.22 2.17
H 0.60 1.53 -1.63
H -0.42 0.28 -0.87
H -1.86 1.86 -2.06
H -1.17 3.24 -1.15
H -4.99 1.08 1.03
H -3.53 0.59 1.92
H -4.65 -1.24 -0.22
H -5.22 -1.31 1.47
H -3.03 -1.96 -1.66
H -1.17 -2.05 -3.28
H -0.25 -2.26 1.56
H 2.12 -2.73 0.95
H 3.34 -2.19 -2.97
H 2.69 -0.73 -2.18
H -2.50 2.28 2.03
H -1.49 3.41 1.12
H -0.08 1.84 2.45
H -0.86 0.46 1.63
*
```

Record 3
A molecular structure, C22H24ClO3Sn. Source: the Open Molecules 2025 dataset; level of theory: ωB97M-V with the def2-TZVPD basis set.

* total energy: -1752.8641 Eh
* HOMO level (alpha / beta): -2.54 / -4.01 eV
* E_LUMO (alpha / beta): 2.49 / 2.49 eV

```
! RIJCOSX wB97M-V def2-TZVPD def2/J DEFGRID3
* xyz -1 1
Sn -0.08 -0.42 -0.09
C 1.38 0.10 2.22
C 1.73 -0.94 1.28
C 2.43 -0.30 0.17
H 1.74 -2.02 1.48
C 2.47 1.10 0.45
C 1.82 1.33 1.70
H 1.74 2.30 2.19
H 0.96 -0.08 3.21
H 2.96 -0.83 -0.62
H 3.00 1.85 -0.14
C -2.20 0.29 1.00
C -1.71 1.51 1.56
C -1.43 2.41 0.50
H -1.64 1.73 2.62
C -1.77 1.80 -0.73
C -2.21 0.45 -0.46
H -2.72 -0.22 -1.16
H -2.66 -0.53 1.54
H -1.07 3.43 0.62
H -1.80 2.28 -1.71
O 0.50 -0.24 -2.00
C 0.37 2.16 -3.87
C 0.65 0.75 -4.17
C 1.40 3.00 -3.24
C -0.89 2.75 -4.33
C -0.08 -0.29 -3.28
H 1.73 0.58 -4.08
H 0.37 0.56 -5.21
H -1.17 -0.10 -3.27
H 0.11 -1.29 -3.70
H 2.14 3.34 -3.98
H 1.95 2.46 -2.46
H 0.95 3.90 -2.80
H -0.84 3.07 -5.38
H -1.14 3.65 -3.74
H -1.73 2.04 -4.27
Cl -4.15 -7.96 1.73
C -3.25 -6.50 1.57
C -2.64 -5.93 2.70
C -1.94 -4.73 2.57
C -1.81 -4.11 1.32
C -2.40 -4.70 0.18
C -3.13 -5.89 0.31
C -1.14 -2.78 1.27
O -0.97 -2.11 2.30
O -0.77 -2.40 0.05
H -2.73 -6.41 3.68
H -1.49 -4.25 3.44
H -2.29 -4.21 -0.79
H -3.64 -6.32 -0.55
*
```

Record 4
A molecular structure, C22H24CoF6NOPSSb. Source: the Open Molecules 2025 dataset; level of theory: ωB97M-V with the def2-TZVPD basis set.

* total energy: -3943.4451 Eh
* HOMO level (alpha / beta): -17.11 / -17.59 eV
* E_LUMO (alpha / beta): -9.55 / -13.06 eV
* energy above the lowest of the compared OMol25 structures with the same formula, charge and spin: 59.69 kcal per mole

```
! RIJCOSX wB97M-V def2-TZVPD def2/J DEFGRID3
* xyz 3 6
Co -2.03 0.44 -0.66
N -1.23 1.64 1.10
C -0.01 2.30 1.14
C 0.01 3.70 0.89
C 1.04 4.48 1.37
C 2.15 3.76 1.95
C 2.21 2.34 1.95
C 1.15 1.57 1.54
P 1.29 -0.21 1.52
C 2.67 -0.35 0.52
C 3.85 -1.01 0.87
C 4.94 -1.08 -0.01
C 4.78 -0.48 -1.25
C 3.69 0.20 -1.67
C 2.67 0.23 -0.78
C 1.14 -1.13 2.98
C 0.37 -0.70 4.06
C 0.22 -1.62 5.22
C 0.74 -2.84 5.07
C 1.34 -3.30 3.87
C 1.67 -2.40 2.91
H -2.03 2.23 1.18
H -1.41 0.74 1.64
H -0.78 4.28 0.55
H 1.11 5.54 1.23
H 2.99 4.32 2.34
H 3.15 1.87 2.33
H 4.05 -1.53 1.82
H 5.86 -1.52 0.33
H 5.75 -0.49 -1.74
H 3.67 0.80 -2.60
H 1.77 0.77 -1.12
H -0.14 0.23 4.22
H -0.22 -1.17 6.13
H 1.01 -3.50 5.92
H 1.77 -4.30 3.95
H 2.31 -2.74 2.15
F -1.59 -1.42 -0.08
Sb -2.99 -1.94 1.29
F -4.25 -2.05 2.63
F -2.01 -3.50 1.60
F -2.02 -0.66 2.24
F -3.91 -2.76 -0.02
F -3.53 -0.13 0.47
O -2.08 0.54 -2.48
S -3.26 0.00 -3.30
C -2.60 -1.18 -4.53
C -2.39 -0.43 -5.82
C -3.52 0.62 -5.88
C -3.49 1.25 -4.48
H -3.36 -1.93 -4.67
H -1.69 -1.64 -4.13
H -2.36 -1.12 -6.64
H -1.42 0.08 -5.81
H -4.46 0.08 -6.00
H -3.41 1.38 -6.66
H -4.45 1.77 -4.27
H -2.73 1.97 -4.39
*
```

Record 5
A molecular structure, C22H24F2MoN7O4SSi. Source: the Open Molecules 2025 dataset; level of theory: ωB97M-V with the def2-TZVPD basis set.

* total energy: -2492.5473 Eh
* HOMO level (alpha / beta): -10.76 / -11.45 eV
* E_LUMO (alpha / beta): -4.18 / -4.99 eV
* energy above the lowest of the compared OMol25 structures with the same formula, charge and spin: 7.68 kcal per mole

```
! RIJCOSX wB97M-V def2-TZVPD def2/J DEFGRID3
* xyz 1 3
Mo 0.14 -0.45 0.72
N -0.84 2.95 3.42
C -0.79 1.79 2.77
S 0.79 1.12 2.42
N -1.86 1.13 2.42
N -1.61 0.00 1.75
C -2.58 -0.87 1.64
C -2.18 -2.14 1.15
C -3.00 -3.24 0.90
C -2.44 -4.42 0.48
C -1.05 -4.51 0.37
C -0.28 -3.40 0.63
N -0.83 -2.22 0.96
H 0.01 3.46 3.62
H -1.74 3.32 3.69
H -3.56 -0.63 2.02
H -4.07 -3.13 1.02
H -3.06 -5.28 0.26
H -0.57 -5.44 0.08
H 0.80 -3.43 0.58
C -3.40 1.37 -1.51
Si -1.51 1.38 -1.56
C -0.74 1.54 -3.26
C -0.85 2.73 -0.43
N -0.90 -0.20 -0.93
C -0.97 -1.27 -1.83
C -2.12 -1.62 -2.55
C -2.14 -2.70 -3.41
C -1.01 -3.48 -3.61
C 0.15 -3.16 -2.93
C 0.13 -2.10 -2.06
F 1.27 -1.81 -1.36
H -3.77 2.35 -1.20
H -3.80 0.64 -0.81
H -3.83 1.16 -2.49
H -0.88 2.55 -3.66
H -1.15 0.83 -3.98
H 0.34 1.36 -3.19
H -0.88 3.68 -0.97
H 0.19 2.55 -0.15
H -1.44 2.85 0.47
H -3.02 -1.02 -2.41
H -3.06 -2.96 -3.92
H -1.03 -4.30 -4.31
H 1.06 -3.74 -3.04
F 2.95 4.73 0.64
C 3.42 3.64 1.25
C 3.82 2.59 0.53
N 4.28 1.43 1.13
C 4.14 0.15 0.40
C 2.64 -0.18 0.40
O 1.85 0.55 -0.25
O 2.16 -1.06 1.17
C 4.45 1.35 2.52
O 4.85 0.36 3.07
N 4.12 2.51 3.19
C 3.40 3.60 2.70
O 2.82 4.37 3.44
H 3.77 2.59 -0.55
H 4.69 -0.61 0.94
H 4.50 0.28 -0.61
H 4.21 2.46 4.20
*
```

Record 6
C22H24F3NO3 in the gas phase. Source: the Open Molecules 2025 dataset; level of theory: ωB97M-V with the def2-TZVPD basis set.

* total energy: -1432.8334 Eh
* HOMO level: -7.96 eV
* structure (SMILES): CCOc1cccc(CN2CCC[C@H](C(=O)c3cccc(C(F)(F)F)c3)C2)c1O
* E_LUMO: 0.25 eV
* energy above the lowest of the compared OMol25 structures with the same formula, charge and spin: 0.00 kcal per mole

```
! RIJCOSX wB97M-V def2-TZVPD def2/J DEFGRID3
* xyz 0 1
C 1.67 4.67 1.21
C 2.16 3.25 0.96
O 1.14 2.29 1.18
C 0.08 2.22 0.31
C 0.05 2.72 -0.98
C -1.09 2.56 -1.75
C -2.19 1.90 -1.24
C -2.18 1.37 0.04
C -3.37 0.62 0.60
N -3.43 -0.81 0.36
C -3.73 -1.26 -0.98
C -2.50 -1.44 -1.88
C -1.49 -2.36 -1.19
C -1.14 -1.77 0.18
C -0.17 -2.70 0.87
O -0.52 -3.59 1.61
C 1.28 -2.54 0.52
C 2.07 -3.69 0.55
C 3.41 -3.65 0.22
C 4.00 -2.44 -0.13
C 3.22 -1.29 -0.14
C 3.85 0.03 -0.47
F 4.20 0.72 0.63
F 4.97 -0.09 -1.20
F 3.03 0.84 -1.17
C 1.87 -1.33 0.18
C -2.43 -1.62 1.01
C -1.04 1.54 0.82
O -0.99 1.06 2.10
H 2.50 5.36 1.07
H 1.29 4.77 2.22
H 0.88 4.93 0.51
H 2.94 2.98 1.68
H 2.57 3.15 -0.04
H 0.91 3.23 -1.40
H -1.11 2.96 -2.75
H -3.08 1.80 -1.84
H -3.39 0.76 1.68
H -4.29 1.05 0.18
H -4.43 -0.56 -1.44
H -4.23 -2.23 -0.88
H -2.81 -1.88 -2.83
H -2.03 -0.48 -2.07
H -0.59 -2.46 -1.80
H -1.92 -3.36 -1.05
H -0.69 -0.79 0.02
H 1.60 -4.62 0.83
H 4.00 -4.55 0.24
H 5.04 -2.39 -0.38
H 1.31 -0.41 0.19
H -2.20 -1.18 1.98
H -2.85 -2.62 1.17
H -0.15 1.34 2.48
*
```